11 unconnected molecules or ions with the total composition C46H80N2O14. Source: OMol25; level of theory: the ωB97M-V functional and the def2-TZVPD basis.

Positions of all 142 atoms, in Å:
C 6.4340 0.1373 5.0494
N 5.7943 0.9136 6.1512
O 6.3788 1.1703 7.1612
O 4.6454 1.2777 5.9954
H 6.7107 0.7471 4.1894
H 5.7680 -0.6326 4.6597
H 7.3979 -0.2390 5.3921
C -5.4155 1.4245 -5.4495
N -4.1878 0.9102 -6.0926
O -4.1967 0.6784 -7.3476
O -3.2320 0.6679 -5.4303
H -6.0476 1.9186 -6.1873
H -5.0010 2.2008 -4.8064
H -5.8078 0.5812 -4.8812
C -1.4614 -0.6338 8.6389
C -0.2454 -1.3327 8.6710
C -0.0802 -2.3088 9.6429
C -1.0263 -2.5375 10.5950
C -2.1414 -1.7423 10.6649
C -2.4032 -0.9267 9.5940
H -1.6760 0.1155 7.8913
H 0.5141 -0.9408 8.0108
H 0.7846 -2.9474 9.5395
H -1.0317 -3.3276 11.3312
H -2.7512 -2.0034 11.5171
H -3.3990 -0.5206 9.4945
C 1.6287 -0.0268 0.9586
C 0.6687 0.3092 1.9025
C -0.6291 0.6902 1.4770
C -0.8704 0.7440 0.0899
C 0.1135 0.4501 -0.8335
C 1.3829 0.0818 -0.4026
H 2.6263 -0.3522 1.2140
H 0.8537 0.3495 2.9657
H -1.3790 1.0232 2.1792
H -1.8429 0.8869 -0.3576
H -0.0706 0.6191 -1.8842
H 2.1788 -0.0498 -1.1206
C 3.5532 4.6081 0.5185
C 4.7621 4.1071 1.0791
C 5.9615 4.8085 0.8691
C 5.9867 6.1021 0.3583
C 4.8226 6.6137 -0.1524
C 3.5990 5.8974 -0.0434
H 2.6358 4.0383 0.5259
H 4.6636 3.1895 1.6400
H 6.9325 4.3987 1.1049
H 6.8894 6.6932 0.3116
H 4.8425 7.5434 -0.7018
H 2.6885 6.2034 -0.5373
C -5.9394 6.6366 4.5004
C -6.0643 5.4269 5.2078
C -4.9963 4.5551 5.3194
C -3.7729 4.8813 4.6963
C -3.6470 6.0617 4.0722
C -4.6972 6.9343 3.9380
H -6.7696 7.3239 4.4318
H -6.9821 5.0522 5.6364
H -5.0086 3.5847 5.7934
H -2.9808 4.1676 4.8683
H -2.7350 6.4048 3.6064
H -4.4000 7.8291 3.4113
C 7.7536 0.1153 -0.8755
O 8.5164 -0.6428 0.0042
C 8.0463 -1.9954 0.0841
C 8.6591 -2.6261 1.3771
O 10.0812 -2.4817 1.4401
C 10.6082 -3.1463 2.5613
H 8.1894 1.0987 -1.0522
H 6.7195 0.2085 -0.5436
H 7.6603 -0.4105 -1.8257
H 8.4587 -2.5255 -0.7745
H 6.9601 -2.0849 0.0683
H 8.5650 -3.7012 1.2236
H 8.1444 -2.1670 2.2211
H 10.3190 -2.5745 3.4431
H 11.6952 -3.1315 2.4822
H 10.2310 -4.1564 2.7209
C -6.1993 -7.7202 3.2946
O -6.7175 -7.5393 1.9904
C -6.7084 -6.1603 1.6345
C -5.4003 -5.7339 0.9024
O -5.4259 -4.3486 0.6762
C -4.1968 -3.7926 0.1829
H -5.1163 -7.6050 3.2524
H -6.2684 -8.7974 3.4463
H -6.6414 -7.0790 4.0572
H -7.0441 -5.3786 2.3159
H -7.3969 -6.1790 0.7897
H -5.3520 -6.1095 -0.1197
H -4.6276 -6.0527 1.6021
H -3.5551 -3.3741 0.9583
H -4.3968 -2.9717 -0.5058
H -3.6642 -4.4395 -0.5142
C -2.4657 4.9747 -2.9343
O -3.2373 4.7473 -1.7751
C -4.4470 5.6088 -1.5353
C -5.7914 5.0544 -2.1367
O -6.1884 3.7210 -1.8254
C -6.7565 3.6835 -0.4988
H -2.8700 4.2260 -3.6156
H -1.4342 4.7056 -2.7073
H -2.4657 5.9615 -3.3972
H -4.2153 6.6255 -1.8527
H -4.6502 5.6373 -0.4648
H -5.7092 5.2262 -3.2099
H -6.6436 5.6748 -1.8595
H -7.4561 2.8581 -0.3671
H -7.3981 4.5257 -0.2401
H -5.9510 3.5789 0.2281
C -2.5259 -9.8746 -5.6610
O -2.0230 -8.5854 -6.0652
C -0.6585 -8.2682 -5.7058
C -0.0951 -6.7785 -5.6908
O -0.7716 -6.0523 -4.6776
C -0.2137 -4.7814 -4.3350
H -1.8095 -10.6733 -5.8531
H -3.5372 -10.0364 -6.0342
H -2.6617 -9.8209 -4.5809
H -0.1643 -8.8815 -6.4594
H -0.5029 -8.7758 -4.7538
H -0.2920 -6.4020 -6.6945
H 0.9944 -6.7998 -5.6669
H 0.8419 -4.8633 -4.0758
H -0.6531 -4.1724 -3.5450
H -0.4826 -4.2229 -5.2316
C 3.5818 0.4522 -5.7335
O 4.1015 1.6479 -5.1096
C 4.0101 2.8469 -5.9140
C 2.5271 3.2830 -6.2729
O 1.9250 2.2905 -7.0672
C 0.6979 2.5295 -7.8126
H 3.9406 0.2425 -6.7412
H 2.4970 0.3945 -5.6447
H 3.9285 -0.4449 -5.2206
H 4.6494 2.7692 -6.7934
H 4.5067 3.6745 -5.4076
H 2.6251 4.2760 -6.7115
H 1.8522 3.5044 -5.4461
H -0.0964 2.7123 -7.0888
H 0.4163 1.7050 -8.4676
H 0.8475 3.3610 -8.5013

Force components x, y, z for each atom (eV/Å):
1.021 -0.289 -0.455
-1.444 0.492 -0.391
1.795 -0.325 0.701
-0.434 -0.331 -1.038
-0.492 0.634 0.285
-0.059 0.085 0.526
-0.382 -0.268 0.348
0.827 0.836 0.151
-0.169 -1.243 -4.695
-0.613 0.896 2.831
0.807 0.049 1.386
-0.088 -0.689 0.048
-0.425 -0.173 0.457
-0.325 0.353 -0.126
0.778 -0.676 -0.002
-1.012 1.487 0.327
1.384 -0.547 -1.388
-0.246 -0.146 0.923
0.041 -1.126 -0.077
-1.552 0.937 0.355
0.066 -0.060 -0.147
0.365 -0.722 -0.137
0.216 -0.049 0.338
0.853 -0.185 -0.023
-0.840 0.617 -0.308
-0.049 0.472 0.139
0.427 -0.032 -0.202
-1.448 0.505 -0.310
1.228 -0.047 -1.104
-0.395 -0.624 0.425
0.801 0.279 0.151
-0.540 0.295 0.034
0.052 0.079 0.503
0.337 -0.268 0.034
-0.060 -0.209 0.079
-0.320 0.536 0.492
-0.136 -0.245 -0.117
0.069 -0.230 -0.004
1.843 1.301 0.536
-0.815 0.654 -1.039
-0.106 -0.195 0.813
-0.416 -0.560 -0.311
-1.811 -0.114 -0.072
0.695 -1.077 -0.535
-0.028 -0.006 0.204
0.599 -0.283 -0.180
-0.101 -0.349 0.529
0.204 -0.236 -0.120
-0.136 0.244 0.184
0.056 0.581 -0.013
0.508 -0.317 0.196
-0.033 -0.410 -0.156
1.196 0.390 -1.073
-0.897 -1.836 1.939
1.022 1.076 -1.177
-0.679 0.271 0.325
-0.069 -0.010 -0.061
-0.373 0.573 0.035
-0.576 0.076 0.276
0.374 0.158 -0.395
0.371 -0.373 0.082
-0.846 0.393 -0.016
-0.604 -0.191 -0.798
-0.297 -0.543 0.804
2.239 0.409 0.723
0.361 0.096 -1.837
-0.640 0.300 -0.523
-0.042 0.775 0.388
0.092 -0.147 0.239
-0.197 0.316 0.355
0.211 0.069 -0.466
-0.118 -0.186 -0.234
-0.141 0.127 0.246
-1.021 -0.238 0.706
0.124 -0.371 0.437
0.122 0.013 0.421
-0.115 -0.135 -0.068
0.000 -0.278 -0.380
1.037 -1.249 -0.873
-0.038 1.512 1.042
-0.277 -0.274 -3.548
-0.492 0.015 0.809
0.666 1.338 0.345
-0.602 0.208 -0.682
0.260 0.615 0.324
-0.595 0.099 0.678
-0.192 -0.208 -0.012
0.176 -0.478 0.699
-0.659 0.452 0.263
0.290 -1.210 0.388
0.840 0.044 -0.514
0.050 -0.462 0.232
-0.667 0.335 0.324
0.213 -0.732 0.521
-0.537 -1.167 -0.225
-1.947 1.826 1.488
0.366 -1.886 0.060
0.694 0.581 -0.718
-0.154 0.708 0.629
0.229 -0.503 -0.099
0.441 0.217 -0.858
-0.010 0.042 0.096
-0.370 0.260 0.311
-0.287 0.001 -0.295
0.790 -0.114 0.214
-0.126 -0.852 -0.322
0.266 0.617 0.346
0.414 -0.469 -0.511
0.345 0.608 -0.313
-0.091 0.099 0.175
0.850 1.486 1.166
-0.954 1.187 -0.409
-0.032 -1.302 0.057
-2.185 -1.446 -0.584
0.214 -0.602 1.242
-0.183 0.000 -1.631
-0.157 -0.180 -0.438
0.411 0.096 -0.650
0.106 -0.248 0.363
1.182 0.419 -0.005
0.398 0.374 0.405
-0.383 0.572 -0.135
0.157 -0.190 0.816
0.212 0.101 -0.485
-0.750 -1.087 0.434
1.109 0.832 -0.142
0.127 -0.293 0.617
-0.106 0.161 -0.875
-1.431 -0.550 0.320
0.661 -0.031 0.034
-0.291 -0.813 -1.492
1.113 0.792 0.882
-0.230 0.778 -0.355
0.029 0.308 -0.453
0.427 0.365 0.744
-0.477 -0.464 -0.594
-0.332 -0.154 0.757
0.037 0.101 -0.923
0.370 -0.370 0.827
-0.256 0.188 -0.208
0.483 -0.460 0.543
-0.141 0.421 0.206

For the electronic energy, the calculation gives -80626.6974 eV. The charge is 0. As for the LUMO energy: 0.006 Ha. The calculation puts the max |F| at 4.9 eV/A. For the orbital gap, the calculation gives 9.30 eV.